Below is a molecular structure, C48H50As2BiIN5O14S, with properties calculated with the ωB97M-V functional and the def2-TZVPD basis.

Calculated values
Maximum force in Eh/bohr: 0.0276
Multiplicity: 1
Total charge: +1
Frontier orbital gap in eV: 7.27
HOMO level in eV: -10.51

Last column: Mulliken charge in e.
Positions of all 122 atoms, in Å:
Bi1 -0.677 -1.341 -0.338  2.355
C1 -5.190 -2.440 0.965  -1.119
C2 -4.723 -3.179 -0.248  0.124
N1 -5.616 -3.894 -0.893  -0.497
C3 -5.268 -4.612 -1.964  -1.463
C4 -3.983 -4.684 -2.435  1.534
C5 -3.685 -5.581 -3.615  -1.110
O1 -2.690 -6.563 -3.359  -0.549
C6 -2.986 -3.919 -1.772  -0.247
C7 -1.618 -4.104 -2.168  -0.952
N2 -0.602 -3.465 -1.706  0.060
C8 0.687 -3.826 -2.138  0.003
C9 0.976 -4.089 -3.478  -0.192
C10 2.248 -4.465 -3.867  -0.781
C11 3.265 -4.565 -2.929  -0.581
C12 3.008 -4.289 -1.594  -0.671
C13 1.729 -3.924 -1.215  0.109
I1 1.289 -3.627 0.845  0.074
C14 -3.361 -3.106 -0.685  0.696
O2 -2.535 -2.332 0.009  0.173
H1 -6.274 -2.509 1.015  0.415
H2 -4.889 -1.397 0.916  0.069
H3 -4.772 -2.880 1.874  0.398
H4 -6.069 -5.174 -2.432  0.406
H5 -3.318 -4.997 -4.463  0.225
H6 -4.617 -6.063 -3.924  0.457
H7 -3.000 -7.144 -2.656  0.363
H8 -1.438 -4.932 -2.853  1.161
H9 0.178 -3.997 -4.203  0.600
H10 2.441 -4.691 -4.906  0.424
H11 4.259 -4.865 -3.229  0.413
H12 3.797 -4.374 -0.860  0.517
C15 5.272 3.263 -0.976  -0.735
O3 3.985 3.638 -0.472  -0.246
C16 3.093 2.678 -0.301  -0.110
O4 3.283 1.508 -0.569  -0.626
C17 1.791 3.133 0.248  -0.253
C18 1.646 4.255 0.958  1.089
As1 -0.032 5.185 1.544  -0.036
C19 0.443 5.366 3.454  -1.040
C20 -0.845 3.413 1.523  0.423
C21 -0.846 2.950 0.256  -0.563
As2 0.493 1.608 -0.158  1.106
C22 0.684 1.638 -2.110  -1.582
C23 -1.300 3.890 -0.815  0.633
O5 -0.828 3.962 -1.921  -0.613
O6 -2.291 4.669 -0.371  -0.117
C24 -2.834 5.588 -1.322  -0.796
C25 -0.492 2.533 2.653  0.239
O7 0.597 2.015 2.772  -0.137
O8 -1.412 2.322 3.596  -0.348
C26 -2.731 2.868 3.426  -0.670
C27 2.702 5.301 1.169  -0.081
O9 2.534 6.378 0.656  -0.594
O10 3.730 5.101 1.984  -0.362
C28 3.904 3.889 2.720  -0.110
H13 5.898 4.144 -0.871  0.311
H14 5.195 2.980 -2.025  0.296
H15 5.670 2.430 -0.397  0.229
H16 1.189 6.157 3.531  0.425
H17 0.843 4.446 3.881  0.157
H18 -0.438 5.680 4.014  0.443
H19 1.171 2.548 -2.446  0.480
H20 -0.297 1.603 -2.573  0.235
H21 1.280 0.775 -2.415  0.438
H22 -3.474 6.257 -0.755  0.262
H23 -3.412 5.039 -2.065  0.234
H24 -2.033 6.142 -1.809  0.337
H25 -3.185 2.858 4.413  0.347
H26 -3.311 2.248 2.740  0.167
H27 -2.689 3.886 3.040  0.329
H28 4.973 3.792 2.884  0.366
H29 3.536 3.014 2.188  -0.142
H30 3.394 3.950 3.682  0.241
C29 8.263 0.672 1.100  -1.490
C30 6.916 0.445 1.729  0.719
C31 6.588 1.001 2.959  -0.789
C32 5.353 0.777 3.550  -0.446
C33 4.415 -0.017 2.903  0.651
N3 3.146 -0.317 3.457  -0.024
C34 2.502 0.336 4.457  0.176
O11 2.917 1.276 5.093  -0.655
N4 1.268 -0.258 4.832  -0.007
C35 0.196 -0.667 4.074  0.629
C36 -1.014 -0.963 4.719  -0.743
C37 -2.123 -1.324 3.988  -0.914
C38 -2.035 -1.409 2.611  -0.365
N5 -0.883 -1.151 1.989  0.251
C39 0.205 -0.789 2.681  -0.503
C40 4.732 -0.586 1.673  -0.402
C41 5.966 -0.355 1.098  -0.798
H31 8.833 1.414 1.654  0.373
H32 8.164 1.009 0.067  0.309
H33 8.833 -0.259 1.091  0.346
H34 7.312 1.616 3.479  0.369
H35 5.118 1.210 4.509  0.503
H36 2.715 -1.143 3.079  0.171
H37 1.024 0.042 5.764  0.317
H38 -1.075 -0.888 5.798  0.468
H39 -3.063 -1.537 4.476  0.583
H40 -2.863 -1.676 1.978  -0.166
H41 1.070 -0.518 2.097  0.431
H42 4.002 -1.206 1.163  0.350
H43 6.198 -0.803 0.139  0.342
C42 -4.861 -2.672 -5.826  -1.797
C43 -4.497 -1.853 -4.621  1.014
C44 -5.385 -1.698 -3.561  -0.847
C45 -5.066 -0.905 -2.468  -0.293
C46 -3.841 -0.265 -2.434  -0.192
C47 -2.944 -0.395 -3.486  -0.265
C48 -3.269 -1.192 -4.570  -1.237
S1 -3.356 0.772 -1.083  1.627
O12 -3.351 2.130 -1.526  -0.709
O13 -4.104 0.466 0.102  -0.820
O14 -1.881 0.334 -0.875  -0.392
H44 -5.666 -3.369 -5.600  0.368
H45 -4.001 -3.231 -6.195  0.391
H46 -5.191 -2.017 -6.633  0.440
H47 -6.344 -2.197 -3.585  0.376
H48 -5.763 -0.773 -1.652  0.626
H49 -2.010 0.150 -3.452  0.522
H50 -2.574 -1.287 -5.394  0.457